one:
{
  "formula": "C3O2",
  "method": "ωB97M-V with the def2-TZVPD basis set",
  "e_homo_ev": [-10.389, -10.389],
  "orbital_gap_ev": [9.09, 9.09],
  "symbols": ["C", "O", "C", "C", "O"],
  "positions_angstrom": [[-0.16, -0.76, -0.38], [-0.10, -1.68, -0.86], [-0.13, 1.25, 0.98], [-0.57, 0.20, 0.16], [0.96, 0.98, 0.09]],
  "lowdin_charge": [-0.365, 0.367, 0.094, -0.060, -0.035]
}

***

two:
{
  "formula": "C3O2",
  "method": "ωB97M-V with the def2-TZVPD basis set",
  "e_homo_ev": [-10.227, -10.947],
  "orbital_gap_ev": [7.89, 8.02],
  "symbols": ["C", "C", "C", "O", "O"],
  "positions_angstrom": [[-0.26, 0.60, 0.13], [-1.51, 0.30, 0.56], [0.97, 0.23, -0.03], [2.10, -0.18, -0.40], [-1.30, -0.94, -0.25]],
  "lowdin_charge": [-0.064, 0.033, -0.065, 0.135, -0.038]
}

***

Most stable: two